Record 1
16
Properties=species:S:1:pos:R:3 method="wB97M-V/def2-TZVPD" e_above_lowest_kcal_mol=16.5 homo_lumo_gap_ev=9.658 homo_ev=-9.4 largest_force_ev_per_a=3.45
C -1.26146 0.04740 -0.03889
C -1.95348 1.09461 0.82394
C -1.61735 -0.15370 -1.29391
C 2.94368 -0.05913 -0.24292
O 0.60547 -1.82384 -0.22907
F 4.07923 0.27915 -0.82142
F 3.18662 0.01424 1.06629
F 2.07976 0.83655 -0.51702
S -0.01442 -1.02048 0.85083
H -1.93624 2.03144 0.24375
H -2.93887 0.84905 1.05752
H -1.47621 1.22575 1.83016
H -1.00852 -0.73173 -1.87026
H -2.58755 0.37685 -1.65507
H 2.77904 -1.00935 -0.64549
H -0.87970 -1.95681 1.44157

Record 2
14
Properties=species:S:1:pos:R:3 method="wB97M-V/def2-TZVPD" e_above_lowest_kcal_mol=24.5 homo_lumo_gap_ev=11.169 homo_ev=-10.0 largest_force_ev_per_a=0.29 smiles=C1C[C@@H]2O[C@@H]2C1
C 0.32554 -1.06517 -0.46939
C -1.12531 -0.56761 -0.27298
C -0.99055 0.70549 0.52936
O -0.17892 0.58311 1.69379
C 0.40394 1.14905 0.51771
C 1.26160 0.14339 -0.21873
H 0.46842 -1.48251 -1.47033
H 0.54353 -1.86019 0.24748
H -1.60925 -0.32908 -1.22856
H -1.75250 -1.31254 0.22830
H -1.83591 1.38435 0.63562
H 0.68166 2.20086 0.58038
H 1.65306 0.57118 -1.14933
H 2.13245 -0.14314 0.38667

Record 3
61
Properties=species:S:1:pos:R:3 method="wB97M-V/def2-TZVPD" s_squared=2.025 e_above_lowest_kcal_mol=8.6 homo_lumo_gap_ev="7.449 / 5.650" homo_ev="-6.8 / -7.9" largest_force_ev_per_a=0.49 spin_multiplicity=3
Au -0.02434 0.81249 0.73075
S 2.38486 0.62689 0.88819
C 2.63229 0.00859 2.44738
C 3.96457 -0.17597 2.89421
C 4.22978 -0.62696 4.15358
C 3.17121 -0.93363 5.03725
C 1.87784 -0.79192 4.62928
C 1.56222 -0.34164 3.32129
S -0.07127 -0.29706 2.86342
H 4.76742 0.06947 2.21151
H 5.25333 -0.74777 4.48262
H 3.39176 -1.28496 6.03620
H 1.05330 -1.02834 5.28870
N -2.08226 0.30753 -0.49829
C -2.98092 1.31689 -0.08572
C -4.16991 1.00235 0.55250
C -5.00136 2.01386 1.01066
C -4.64378 3.33739 0.82231
C -3.45223 3.64454 0.18142
C -2.59492 2.65130 -0.28266
C -1.31141 3.01554 -0.95157
C -1.34171 4.07508 -1.86222
C -0.17942 4.55604 -2.44331
C 1.03460 3.98272 -2.10476
C 1.06953 2.91914 -1.21360
C -0.08250 2.40015 -0.63432
H -2.41424 -0.64264 -0.40211
H -1.70654 0.47077 -1.42460
H -4.44381 -0.03723 0.68964
H -5.92594 1.76318 1.51344
H -5.28171 4.13274 1.18331
H -3.15868 4.67916 0.06229
H -2.29517 4.52158 -2.11746
H -0.22500 5.37314 -3.15135
H 1.95497 4.35441 -2.53743
H 2.03218 2.48505 -0.97076
C -0.96166 -5.10661 1.60660
C -1.29430 -4.54370 0.24032
O -0.13508 -4.04389 -0.43283
P 0.36413 -2.52111 -0.01671
O 1.38970 -2.76485 1.19261
C 2.56893 -3.58052 1.07801
C 2.98827 -3.98091 2.47360
O 1.45307 -2.34291 -1.21730
C 0.92102 -2.08416 -2.52304
C 1.10997 -3.28703 -3.42114
H -1.85578 -5.53782 2.05946
H -0.58048 -4.32870 2.26850
H -0.20758 -5.88965 1.52189
H -2.04072 -3.74504 0.32435
H -1.70368 -5.31726 -0.41058
H 3.34148 -2.99180 0.58013
H 2.34513 -4.45133 0.45781
H 3.15014 -3.09591 3.08828
H 3.91734 -4.55197 2.43977
H 2.22111 -4.59546 2.94552
H 1.44804 -1.21028 -2.91053
H -0.14177 -1.82156 -2.45166
H 2.16900 -3.52436 -3.51811
H 0.71155 -3.08079 -4.41566
H 0.59652 -4.15325 -3.00698

Record 4
16
Properties=species:S:1:pos:R:3 method="wB97M-V/def2-TZVPD" s_squared=12.884 homo_lumo_gap_ev="7.372 / 6.642" homo_ev="-22.4 / -22.4" charge=+3 largest_force_ev_per_a=6.32 spin_multiplicity=7
C -1.43137 2.34904 0.30165
C -1.40169 0.91358 -0.16125
O 0.00628 0.61356 -0.39566
H -2.48080 2.62381 0.46343
H -0.88286 2.47360 1.24350
H -0.99745 3.03807 -0.43449
H -1.92584 0.75427 -1.11168
H -1.76156 0.22954 0.61548
Tb 1.83118 0.67167 -2.07352
O 0.22012 -0.73213 -0.69809
O 2.23288 -1.00156 -0.51607
C 1.99435 -2.06102 0.15480
C 0.62225 -2.38813 0.09124
H 0.32782 -3.38051 -0.26309
H 2.33548 -2.71313 0.97691
H 1.31122 -1.39064 1.80686

Record 5
14
Properties=species:S:1:pos:R:3 method="wB97M-V/def2-TZVPD" e_above_lowest_kcal_mol=84.0 homo_lumo_gap_ev="6.662 / 6.521" homo_ev="-7.5 / -7.5" largest_force_ev_per_a=3.14 smiles="CC=P1=P[C@H]1C"
C -1.63855 0.30307 -0.52576
C 1.15391 -0.48011 -0.45992
C -2.49864 0.88402 0.62758
C 2.39761 -1.27120 -0.31745
P -0.44048 -1.08087 -0.37636
P -2.14214 -1.32300 -1.38220
H -1.54504 1.10311 -1.30264
H 1.27796 0.55296 -0.18197
H -2.67387 0.06304 1.23310
H -3.26326 1.39920 0.07941
H -2.09915 1.71294 1.13545
H 2.31882 -2.29229 -0.56252
H 3.08763 -1.39921 0.66076
H 3.15166 -0.98579 -1.06953

Record 6
77
Properties=species:S:1:pos:R:3 method="wB97M-V/def2-TZVPD" e_above_lowest_kcal_mol=6.1 homo_lumo_gap_ev="6.763 / 6.764" homo_ev="-7.3 / -7.3" largest_force_ev_per_a=1.89
Pt -0.35908 -0.24306 -0.93299
C 0.16649 -0.87631 2.23587
C 1.32283 -1.65951 1.80546
C 0.94485 -2.37194 0.68725
C -0.46176 -1.99821 0.37826
C -0.91692 -1.11521 1.43706
C -2.37829 -0.85004 1.82125
C -3.17275 -2.13718 1.56517
C -2.48609 -0.49902 3.30679
C -3.03910 0.28381 1.02624
C 1.63146 -3.43672 -0.18555
C 2.39021 -4.49356 0.62876
C 0.58717 -4.22864 -0.99163
C 2.57468 -2.77344 -1.20300
C 2.60542 -1.62961 2.65152
C 3.88379 -1.50833 1.81300
C 2.62265 -0.42714 3.61276
C 2.66094 -2.86675 3.56474
H 0.15419 -0.22983 3.10011
H -1.11718 -2.60406 -0.22423
H -2.70747 -2.99249 2.05936
H -3.23961 -2.35618 0.49792
H -4.19061 -2.03247 1.94743
H -2.03528 -1.27009 3.93306
H -3.53850 -0.40282 3.58219
H -2.00083 0.45330 3.52959
H -2.97811 0.10247 -0.04949
H -2.56537 1.24232 1.23621
H -4.09619 0.35343 1.29602
H 1.73895 -4.94123 1.38148
H 3.27371 -4.11533 1.12405
H 2.71686 -5.29051 -0.04315
H -0.11000 -4.74818 -0.32827
H 1.10602 -4.98671 -1.58221
H 0.02716 -3.60208 -1.67893
H 3.33866 -2.15989 -0.72296
H 2.00192 -2.14074 -1.88205
H 3.07645 -3.53873 -1.80127
H 3.82485 -0.64822 1.14208
H 4.08782 -2.38071 1.20897
H 4.74242 -1.36111 2.47305
H 2.57961 0.52875 3.08830
H 3.55681 -0.44315 4.17821
H 1.80787 -0.46781 4.33456
H 2.59523 -3.80442 3.01506
H 1.83187 -2.83954 4.27483
H 3.59361 -2.86861 4.13549
C -3.16191 7.22388 -2.30332
C -2.33397 5.97976 -2.46185
C -1.03715 6.04537 -2.96825
C -0.26710 4.90451 -3.10813
C -0.80801 3.68393 -2.72397
C -2.09839 3.58546 -2.22130
C -2.85187 4.73900 -2.09558
S 0.15296 2.23636 -2.93437
O 1.01805 2.40556 -4.05635
O 1.11381 2.25741 -1.62501
N -0.68400 0.98452 -2.74634
C -1.04321 0.12582 -3.88034
C -0.98323 -1.33806 -3.47234
O -1.30267 -2.19873 -4.25542
O -0.56749 -1.62592 -2.24994
H -2.72848 8.06197 -2.84624
H -3.22960 7.50433 -1.25044
H -4.17796 7.06768 -2.66558
H -0.62916 7.00274 -3.26690
H 0.73107 4.95339 -3.52098
H -2.49010 2.62146 -1.92822
H -3.86082 4.67415 -1.70724
H -0.36681 0.25838 -4.72657
H -2.05765 0.32967 -4.22581
C 1.70867 1.77348 0.62995
C 0.60514 1.84587 -0.37521
O -0.58239 1.93807 -0.09418
H 1.89406 2.79695 0.96606
H 2.61999 1.36671 0.20071
H 1.36686 1.17177 1.46680

Record 7
10
Properties=species:S:1:pos:R:3 method="wB97M-V/def2-TZVPD" e_above_lowest_kcal_mol=69.7 homo_lumo_gap_ev=9.147 homo_ev=-9.5 largest_force_ev_per_a=4.00
C 0.42699 1.79639 -0.13737
C -0.23848 0.71744 -0.67404
C -0.51243 -2.13645 0.15270
N 1.04125 1.38565 0.99392
N 0.79817 0.14069 1.17999
N 0.03488 -0.27473 0.19489
O -1.27165 -2.45928 -0.65722
H 0.50953 2.80451 -0.48245
H -0.83794 0.57845 -1.54614
H 0.04969 -2.55266 0.97571

Record 8
29
Properties=species:S:1:pos:R:3 method="wB97M-V/def2-TZVPD" homo_lumo_gap_ev=8.411 homo_ev=-8.7 largest_force_ev_per_a=3.92
Rb 3.03278 0.00061 -3.06047
C -1.36329 -1.24101 -1.18133
C -1.38779 -0.53675 0.25782
C -0.73267 -1.45600 1.23025
O -0.37509 -0.87793 2.45739
C -1.51869 -0.61803 3.27649
N -0.77777 0.73549 0.23062
H -0.61277 0.95243 -0.78360
H -1.22407 1.55172 0.61376
H 1.01738 0.86530 0.61898
H -1.77415 -2.22249 -0.98287
H -0.29712 -1.38836 -1.41846
H -2.07856 -0.70894 -1.91586
H -2.43770 -0.42847 0.53715
H 0.21803 -1.77331 0.69374
H -1.36236 -2.41154 1.41159
H -2.28720 -0.01922 2.77230
H -1.06623 -0.34720 4.26080
H -1.95735 -1.57467 3.61087
O 0.26783 3.45513 -4.04014
C 1.16343 2.60506 -3.30564
O 0.62981 1.48228 -2.84007
O 2.29894 2.97980 -3.34728
H -0.58695 3.05373 -3.83594
O 3.30882 -0.96760 1.48824
C 2.50938 -0.45098 0.55723
O 1.95612 0.73623 0.96766
O 2.43390 -0.91340 -0.54948
H 3.00334 -0.48189 2.27626

Record 9
16
Properties=species:S:1:pos:R:3 method="wB97M-V/def2-TZVPD" e_above_lowest_kcal_mol=19.6 homo_lumo_gap_ev=8.433 homo_ev=-8.5 largest_force_ev_per_a=2.64 smiles="CSC(=S)[C@H](C)N"
C -1.12043 -1.85783 -0.09013
C 1.43152 -0.44142 -0.03535
C 0.71557 0.86862 -0.09445
C -0.13166 1.07551 1.14738
H -1.43218 -1.28133 -0.92582
H -1.43059 -2.93516 -0.17441
H -1.56071 -1.48528 0.82514
H 1.48377 1.63075 -0.24092
H -0.70834 0.21696 1.34244
H -0.77066 1.96209 0.99344
H 0.56589 1.26914 2.00732
H -0.73764 1.79379 -1.27638
H 0.17330 0.78034 -2.15483
N -0.25651 0.89821 -1.23081
S 0.68046 -1.99206 -0.00124
S 3.09821 -0.50234 -0.09138

Record 10
102
Properties=species:S:1:pos:R:3 method="wB97M-V/def2-TZVPD" e_above_lowest_kcal_mol=103.5 homo_lumo_gap_ev=10.194 homo_ev=-9.7 largest_force_ev_per_a=1.64
C 0.55326 -0.69026 -0.63953
C 0.00947 0.67899 -1.01411
C -1.50425 0.71941 -1.14026
O 0.37546 1.55001 0.11026
H 0.11107 -1.43810 -1.31085
H 0.20362 -0.95483 0.35876
H 1.63126 -0.79558 -0.74560
H 0.44865 1.07060 -1.93386
H -1.78891 1.76848 -1.26465
H -2.05256 0.28682 -0.30634
H -1.79443 0.27089 -2.09407
H -0.39557 2.11299 0.25822
C -3.73506 2.31396 4.07929
C -2.68964 1.22821 4.19144
C -1.38938 1.46688 3.43872
O -2.51846 0.97724 5.59452
H -4.08884 2.35765 3.04722
H -3.26269 3.25892 4.36407
H -4.56567 2.15841 4.76228
H -3.03071 0.26714 3.77942
H -0.69395 0.64785 3.64076
H -0.93403 2.42398 3.71490
H -1.54804 1.46160 2.36112
H -1.62187 0.66122 5.75234
C 6.20251 -1.59474 -1.13404
C 5.94246 -0.07970 -1.02568
C 4.74173 0.24731 -1.91935
O 5.64570 0.24245 0.33149
H 5.37338 -2.14492 -0.67887
H 7.08548 -1.89761 -0.56997
H 6.23118 -1.92330 -2.17414
H 6.80205 0.48807 -1.39023
H 4.56876 1.31980 -2.00121
H 3.89551 -0.28616 -1.46833
H 4.81317 -0.18225 -2.91846
H 4.67547 0.20232 0.36090
C -0.82488 -4.57882 -0.15780
C -0.90740 -5.53516 1.01645
C -0.20462 -5.00563 2.27156
O -2.30046 -5.71462 1.31777
H 0.08184 -3.97041 -0.09147
H -1.63179 -3.84762 -0.06092
H -0.81217 -5.07790 -1.12244
H -0.49827 -6.49615 0.68231
H 0.71511 -4.47371 2.00848
H 0.12757 -5.77346 2.97508
H -0.83229 -4.31994 2.83195
H -2.44867 -6.54525 1.77755
C 0.37000 4.79156 2.06063
O -0.78827 5.37785 2.61764
H 0.25918 3.70254 2.10748
H 0.53917 4.90795 0.98480
H 1.27949 4.98879 2.63115
H -0.59870 6.30563 2.78415
C 3.24875 -3.23801 1.06709
O 3.88265 -4.29314 0.35211
H 2.19325 -3.53357 1.07362
H 3.56875 -3.01205 2.08457
H 3.29325 -2.29434 0.51249
H 4.67810 -4.56093 0.82218
C -2.17195 -3.08332 -3.44713
O -2.77879 -1.81693 -3.28529
H -1.16715 -3.02351 -3.86134
H -2.08338 -3.58509 -2.47688
H -2.76608 -3.74885 -4.08172
H -3.72313 -1.93941 -3.16881
C -2.34303 -2.20419 2.48935
O -3.54833 -2.83940 2.10503
H -1.58599 -2.36151 1.71483
H -2.54779 -1.14193 2.36492
H -2.01674 -2.47988 3.48870
H -3.39041 -3.76585 1.88151
C 1.88228 -0.10748 -4.34003
O 2.54214 -1.35742 -4.21508
H 0.79640 -0.17094 -4.43627
H 2.12253 0.55732 -3.50498
H 2.20916 0.36418 -5.27384
H 3.31207 -1.35160 -4.78228
C -3.16906 3.92115 0.33654
O -1.97138 3.29814 0.79922
H -3.07167 5.00213 0.27217
H -3.34373 3.46303 -0.64216
H -4.04995 3.57900 0.89032
H -1.87313 3.52937 1.73213
C -0.44816 4.51985 -2.67296
O -1.34888 5.58092 -2.32449
H -0.33580 3.84380 -1.82270
H -0.87115 3.95442 -3.49979
H 0.49675 4.98025 -2.95559
H -0.85212 6.34303 -2.02653
C -3.70963 2.56598 -3.71956
O -4.05253 2.61165 -5.09972
H -3.65814 3.59488 -3.37371
H -4.38486 1.95480 -3.10920
H -2.74039 2.07036 -3.58022
H -3.84498 1.74991 -5.47307
C 2.86356 0.04151 2.29367
O 2.85695 1.02004 1.26285
H 2.24771 -0.80145 1.98323
H 3.90071 -0.25751 2.46219
H 2.57009 0.45269 3.26497
H 1.96230 1.04051 0.86910

Record 11
53
Properties=species:S:1:pos:R:3 method="wB97M-V/def2-TZVPD" homo_lumo_gap_ev=7.246 homo_ev=-13.9 charge=+2 largest_force_ev_per_a=2.33
C 1.84122 2.55547 -1.09758
H 2.72347 3.19794 -1.21797
H 2.04194 1.70997 -1.79897
H 1.87430 2.19421 0.00021
C 0.55771 3.32445 -1.43393
H -0.22240 2.63400 -1.79716
H 0.16199 3.77457 -0.51503
C 0.72470 4.44826 -2.46215
H -0.20644 5.01078 -2.57182
H 1.50376 5.16237 -2.17456
H 0.98225 4.06246 -3.45236
C -0.74597 -2.06680 -0.49991
C -1.37047 -1.16539 -1.40964
C -0.42109 -0.83177 -2.42044
C 0.79953 -1.51506 -2.12399
C 0.60090 -2.27200 -0.92504
C 1.58503 -3.15907 -0.25236
C 2.04448 -1.44130 -2.93701
C -0.67652 0.04510 -3.59684
C -2.80781 -0.78668 -1.41334
C -1.42029 -2.75631 0.63108
La 0.58215 0.29407 -0.20545
H 2.92264 -1.78097 -2.37334
H 1.97543 -2.07545 -3.83666
H 2.25158 -0.41892 -3.29151
H 2.60256 -2.97510 -0.61286
H 1.58125 -3.01429 0.83632
H 1.36022 -4.22152 -0.43791
H -2.27795 -2.18350 1.00973
H -1.80648 -3.74542 0.32708
H -0.74157 -2.92749 1.47843
H -2.97508 0.14330 -1.96883
H -3.43937 -1.55818 -1.88658
H -3.19653 -0.63746 -0.39916
H 0.13935 0.76412 -3.77226
H -0.78751 -0.54283 -4.52321
H -1.60093 0.62460 -3.47553
C 1.81579 -0.64172 4.53607
N 0.55921 -0.17708 3.93835
C -0.54347 0.09060 4.71623
C -1.70870 0.48954 4.12203
C -1.74706 0.63679 2.73342
N -0.63019 0.40427 1.97534
C 0.48830 -0.03169 2.61007
O 1.51783 -0.29584 1.85160
N -2.83323 0.97871 2.02672
H 1.69288 -0.63192 5.62021
H 2.64432 0.01658 4.25281
H 2.03986 -1.66247 4.20482
H -0.38509 -0.05152 5.78640
H -2.59742 0.69817 4.70668
H -3.70586 1.17872 2.49490
H -2.76725 1.12871 1.02489

Record 12
12
Properties=species:S:1:pos:R:3 method="wB97M-V/def2-TZVPD" e_above_lowest_kcal_mol=19.5 homo_lumo_gap_ev=10.438 homo_ev=-10.2 largest_force_ev_per_a=2.17 smiles=O.O.O.O
O 24.86000 -1.77500 -4.79300
H 24.09100 -1.70500 -5.37700
H 24.83000 -0.91700 -4.33700
O 25.67900 -1.15200 -0.72500
H 25.92100 -0.26200 -0.87000
H 24.74200 -1.10800 -0.75500
O 26.44400 -3.13400 -2.87400
H 26.67800 -2.40100 -2.24100
H 26.19700 -2.71800 -3.68400
O 24.61200 -5.00600 -1.96500
H 24.75200 -5.81800 -2.45700
H 25.26300 -4.37000 -2.34600

Repeat the eighth record exactly.
29
Properties=species:S:1:pos:R:3 method="wB97M-V/def2-TZVPD" homo_lumo_gap_ev=8.411 homo_ev=-8.7 largest_force_ev_per_a=3.92
Rb 3.03278 0.00061 -3.06047
C -1.36329 -1.24101 -1.18133
C -1.38779 -0.53675 0.25782
C -0.73267 -1.45600 1.23025
O -0.37509 -0.87793 2.45739
C -1.51869 -0.61803 3.27649
N -0.77777 0.73549 0.23062
H -0.61277 0.95243 -0.78360
H -1.22407 1.55172 0.61376
H 1.01738 0.86530 0.61898
H -1.77415 -2.22249 -0.98287
H -0.29712 -1.38836 -1.41846
H -2.07856 -0.70894 -1.91586
H -2.43770 -0.42847 0.53715
H 0.21803 -1.77331 0.69374
H -1.36236 -2.41154 1.41159
H -2.28720 -0.01922 2.77230
H -1.06623 -0.34720 4.26080
H -1.95735 -1.57467 3.61087
O 0.26783 3.45513 -4.04014
C 1.16343 2.60506 -3.30564
O 0.62981 1.48228 -2.84007
O 2.29894 2.97980 -3.34728
H -0.58695 3.05373 -3.83594
O 3.30882 -0.96760 1.48824
C 2.50938 -0.45098 0.55723
O 1.95612 0.73623 0.96766
O 2.43390 -0.91340 -0.54948
H 3.00334 -0.48189 2.27626